19
Properties=species:S:1:pos:R:3:nbo_charge:R:1 method="wB97M-V/def2-TZVPD" homo_energy_ev=-6.95 smiles="C=C[N@@H+](C)/C([O-])=C/C" e_tot_ha=-365.063351 relative_energy_kj_mol=441.4 homo_lumo_gap_ev=7.68
N 1.108 -0.349 -0.470 -0.522
H -3.412 -0.092 -0.673 0.207
C 1.696 -1.514 0.200 -0.418
H -2.568 1.174 -1.542 0.214
H -1.293 -0.569 0.647 0.224
H 1.014 -1.875 0.967 0.212
C 0.636 0.869 0.421 0.027
H 1.143 0.213 2.413 0.193
C -2.611 0.646 -0.589 -0.619
C -1.277 0.034 -0.256 -0.501
H 1.681 -0.036 -1.247 0.411
H 0.673 1.744 -0.220 0.201
C 1.077 1.024 1.701 -0.600
H 2.640 -1.224 0.662 0.214
H 1.380 2.003 2.039 0.218
H 1.844 -2.315 -0.522 0.218
H -2.896 1.354 0.192 0.214
C -0.469 -0.494 -1.268 0.683
O -0.367 -0.594 -2.453 -0.577


19
Properties=species:S:1:pos:R:3:nbo_charge:R:1 method="wB97M-V/def2-TZVPD" homo_energy_ev="-6.61 / -6.61" e_tot_ha=-364.945368 relative_energy_kj_mol=751.2 homo_lumo_gap_ev="7.38 / 7.38"
C -2.668 0.577 -0.978 -0.501
C 2.016 -0.325 -0.681 -0.116
C 0.362 0.598 -0.126 -0.196
H -2.393 1.383 0.933 0.160
O 2.989 0.674 -0.749 -0.722
C -1.972 0.767 0.135 -0.329
H -0.124 1.107 2.014 0.230
H -2.264 -0.032 -1.790 0.167
H 3.226 0.946 0.145 0.464
H -0.292 -2.372 1.236 0.406
C -0.183 -0.494 0.500 0.316
N -0.462 -1.800 0.424 -0.802
H -0.845 -2.153 -0.441 0.409
C 0.499 0.484 1.383 -0.445
H 0.249 1.290 -0.941 0.250
H 2.316 -1.174 -0.057 0.149
H -3.689 0.930 -1.129 0.191
H 1.771 -0.639 -1.693 0.166
H 1.464 0.233 1.815 0.202


19
Properties=species:S:1:pos:R:3:nbo_charge:R:1 method="wB97M-V/def2-TZVPD" homo_energy_ev=-8.00 smiles="CO/C=C/[C@@H]1N[C@@H]1C" e_tot_ha=-365.101471 relative_energy_kj_mol=341.3 homo_lumo_gap_ev=9.06
H 2.234 -1.161 1.487 0.346
C 2.085 0.075 -0.065 -0.073
H -2.998 1.346 -0.167 0.184
C -3.119 0.435 0.390 -0.267
H -2.824 0.689 1.437 0.183
H -0.370 -2.064 -1.238 0.215
H 3.123 -0.217 -0.198 0.188
H 0.910 1.896 0.219 0.224
C 1.571 1.384 -0.504 -0.648
C -1.097 -0.454 -0.090 0.156
H 2.517 1.996 -0.583 0.225
H -4.134 0.013 0.557 0.202
H -0.842 0.391 0.639 0.173
C 1.231 -1.198 -0.151 -0.115
N 1.546 -0.529 1.142 -0.581
H 1.721 -2.070 -0.449 0.194
C -0.139 -1.214 -0.594 -0.335
H 0.979 1.212 -1.451 0.231
O -2.394 -0.529 -0.381 -0.501


19
Properties=species:S:1:pos:R:3:nbo_charge:R:1 method="wB97M-V/def2-TZVPD" homo_energy_ev="-7.24 / -7.24" e_tot_ha=-365.004310 relative_energy_kj_mol=596.4 homo_lumo_gap_ev="7.27 / 7.27"
H 0.727 2.464 -0.158 0.217
C -0.335 -1.354 1.824 -0.676
H -1.316 -1.785 1.617 0.241
C -0.301 0.032 1.243 0.517
H -1.306 1.475 -0.904 0.248
H 1.010 0.288 1.245 0.187
H -0.495 -1.875 -1.894 0.340
H -0.198 -1.268 2.903 0.238
C -0.207 -0.390 -0.728 0.261
H 0.426 -1.993 1.387 0.255
C 1.242 0.394 0.003 -0.266
H 1.986 -0.382 -0.135 0.261
C -1.150 0.545 -1.445 -0.712
C 1.444 1.688 -0.386 -0.553
H -0.766 0.779 -2.439 0.234
N 0.019 -1.601 -1.054 -0.680
H 2.319 1.936 -0.969 0.224
H -2.114 0.045 -1.553 0.228
O -0.984 1.002 1.445 -0.565


19
Properties=species:S:1:pos:R:3:nbo_charge:R:1 method="wB97M-V/def2-TZVPD" homo_energy_ev=-8.42 smiles="C=C(C)[C@H](C)NC=O" e_tot_ha=-365.180885 relative_energy_kj_mol=132.8 homo_lumo_gap_ev=9.17
H 2.086 0.350 -2.010 0.197
H 1.696 1.676 0.964 0.208
H -2.993 1.004 0.102 0.122
C -1.990 0.617 -0.150 0.515
H -1.811 0.002 1.783 0.397
C -0.020 -0.503 0.749 -0.076
H 0.515 -0.386 1.698 0.205
N -1.331 0.105 0.902 -0.617
H -0.678 -2.076 -0.567 0.220
C -0.145 -1.974 0.376 -0.622
C 0.719 0.367 -0.424 0.097
C 1.334 -0.190 -1.460 -0.449
H 1.612 2.301 -0.687 0.220
H 1.072 -1.159 -1.844 0.195
H -0.694 -2.522 1.143 0.206
H 0.173 2.289 0.333 0.214
C 1.074 1.738 0.071 -0.655
H 0.844 -2.414 0.267 0.222
O -1.464 0.774 -1.246 -0.598


19
Properties=species:S:1:pos:R:3:nbo_charge:R:1 method="wB97M-V/def2-TZVPD" homo_energy_ev=-8.99 e_tot_ha=-364.958088 relative_energy_kj_mol=717.8 homo_lumo_gap_ev=9.81
C -0.991 -0.444 -1.522 -0.420
H 0.503 1.624 -0.690 0.137
C 1.702 0.482 1.546 -0.417
C 0.503 -1.234 0.413 0.694
C -0.675 -1.623 -0.553 -0.506
H -1.991 0.768 0.162 0.155
H -1.844 -0.611 -1.929 0.211
H 1.514 0.008 2.515 0.212
H -0.598 -2.592 -1.013 0.231
H -1.123 -1.777 0.375 0.237
H -1.652 1.611 -1.133 0.216
C 0.024 1.162 -0.140 -0.137
H 2.874 0.059 1.043 0.204
C -1.259 0.795 -0.856 -0.364
H 1.467 1.596 1.849 0.219
H -0.212 0.030 -2.121 0.213
N 0.657 0.013 0.687 -0.465
O 1.130 -2.020 0.835 -0.589
H -0.029 2.151 0.531 0.170